# C14H17N5O3S7V

A structure of composition C14H17N5O3S7V (the ωB97M-V functional and the def2-TZVPD basis, the Open Molecules 2025 dataset).

Cartesian coordinates (Å):
V (-0.14528, 0.40851, 0.10487)
O (5.35003, -3.26354, 1.88707)
C (4.33615, -2.67940, 1.59612)
S (3.54440, -2.79244, 0.01790)
C (2.21806, -1.71652, 0.37952)
C (2.18353, -1.16941, 1.59771)
S (0.92030, -0.07470, 2.20380)
S (3.47201, -1.59287, 2.69665)
S (1.00961, -1.45707, -0.90181)
O (-0.10529, -4.72604, -0.06220)
C (-1.20730, -4.82650, 0.79549)
N (-2.49988, -4.84932, 0.11532)
C (-3.49265, -3.91913, 0.10004)
O (-4.58636, -4.12516, -0.39588)
C (-3.20369, -2.57469, 0.70413)
C (-4.02171, -2.01051, 1.65391)
C (-3.69593, -0.76053, 2.15230)
C (-2.56128, -0.13679, 1.67780)
N (-1.77309, -0.67410, 0.73296)
C (-2.10236, -1.86995, 0.25468)
H (0.01645, -3.81793, -0.38567)
H (-1.21940, -4.04035, 1.54701)
H (-1.09510, -5.78015, 1.30006)
H (-2.74742, -5.69440, -0.37885)
H (-4.90416, -2.53880, 1.99740)
H (-4.29939, -0.27675, 2.90876)
H (-2.26643, 0.83047, 2.06304)
H (-1.45323, -2.27993, -0.50305)
S (-2.39863, 1.65719, -1.43570)
C (-1.81639, 0.70609, -2.71320)
N (-0.85387, 1.03328, -3.55884)
C (-0.24080, -0.07726, -4.30171)
C (-1.36220, -1.09588, -4.47976)
S (-2.40705, -0.89410, -3.01223)
H (-0.31721, 1.85797, -3.31464)
H (0.57986, -0.49467, -3.71568)
H (0.14019, 0.27738, -5.25603)
H (-0.97650, -2.11144, -4.51191)
H (-1.95608, -0.89700, -5.36837)
N (-0.16497, 2.98355, 0.75326)
C (1.08670, 2.60175, 0.33557)
N (2.10790, 2.81176, 1.16442)
S (1.32748, 1.95231, -1.21534)
H (-0.19635, 3.59682, 1.55378)
H (-0.83654, 3.14516, 0.01191)
H (1.91051, 2.86536, 2.15447)
H (2.94816, 2.30267, 0.93193)

Values from the calculation:
energy above the lowest of the compared OMol25 structures with the same formula, charge and spin = 0.158 eV
multiplicity = 4
HOMO (alpha / beta) = -6.57 / -6.79 eV
maximum force = 1.1 eV/Å
<S²> = 3.767
LUMO energy (alpha / beta) = -0.19 / -0.28 eV
DFT total energy = -4774.6367 Ha